1.
A structure of composition C29H20ClF5PTi. Source: OMol25; level of theory: ωB97M-V with the def2-TZVPD basis set.

Results
HOMO (alpha / beta) (eV): -10.15 / -9.51
Electronic energy (eV): -88902.060
LUMO (alpha / beta) (eV): -5.588 / -6.822
Total charge: +1

Positions of all 57 atoms, in Å:
C (-0.85505, -1.50539, 2.07429)
C (-0.68099, -1.38574, 0.62394)
C (0.67437, -1.72982, 0.32905)
H (-1.45869, -1.32365, -0.11835)
C (1.36354, -2.05319, 1.59514)
C (0.39782, -1.92260, 2.69369)
H (0.56509, -2.26396, 3.69584)
H (-1.77272, -1.47854, 2.63205)
H (1.00719, -2.03181, -0.66630)
H (2.33537, -2.50715, 1.76348)
Ti (0.79785, 0.04208, 1.81809)
Cl (2.51515, 1.05057, 0.82058)
P (-0.03275, 0.35972, -3.07709)
C (1.17947, -0.75021, -3.79323)
C (0.93129, -1.60310, -4.88338)
H (-0.04219, -1.63714, -5.35391)
C (1.94080, -2.45385, -5.33287)
H (1.76937, -3.14091, -6.15753)
C (3.19583, -2.48916, -4.71113)
H (3.99129, -3.15562, -5.06509)
C (3.40762, -1.68521, -3.57784)
H (4.36496, -1.75256, -3.04819)
C (2.41348, -0.84212, -3.10443)
H (2.56707, -0.26894, -2.19297)
C (-1.69095, -0.13195, -3.52215)
C (-2.08208, -1.47702, -3.32188)
H (-1.38644, -2.19107, -2.88633)
C (-3.37351, -1.86343, -3.63843)
H (-3.66134, -2.90381, -3.52098)
C (-4.32921, -0.92333, -4.04220)
H (-5.35714, -1.22764, -4.24275)
C (-3.97487, 0.42555, -4.09354)
H (-4.73936, 1.17134, -4.29068)
C (-2.66807, 0.83024, -3.82812)
H (-2.41943, 1.88963, -3.78910)
C (0.37684, 2.09530, -3.51373)
C (0.96242, 2.41508, -4.75875)
H (1.28058, 1.64823, -5.45436)
C (1.14748, 3.76348, -5.06722)
H (1.57736, 4.05693, -6.02949)
C (0.81562, 4.78711, -4.16238)
H (0.95251, 5.84698, -4.43294)
C (0.34107, 4.42584, -2.89507)
H (0.12858, 5.20729, -2.17236)
C (0.15298, 3.09474, -2.55674)
H (-0.16053, 2.83573, -1.56334)
F (-2.46339, 1.56123, 0.04630)
C (-2.15483, 2.00268, 1.29937)
C (-0.98660, 1.52118, 1.91907)
C (-0.63983, 2.33425, 2.98703)
F (0.66633, 2.19405, 3.41607)
C (-1.38328, 3.42253, 3.50552)
F (-0.94134, 4.14336, 4.57242)
C (-2.57640, 3.79835, 2.91823)
F (-3.34664, 4.79030, 3.41167)
C (-2.93489, 3.09281, 1.79215)
F (-4.03112, 3.50486, 1.11257)



2.
A cluster of 2 separate species, C6H15NO2 in total. Source: OMol25; level of theory: ωB97M-V with the def2-TZVPD basis set.

Results
HOMO (eV): -9.44
SMILES: CC(C)N=O.CC(C)O
Electronic energy (eV): -12048.037
LUMO (eV): -0.458
Total charge: 0

Positions of all 24 atoms, in Å:
C (1.44470, -0.71302, 1.54864)
C (2.05884, 0.13400, 0.43190)
C (2.92303, -0.66275, -0.53660)
N (1.00924, 0.91923, -0.19430)
O (1.09162, 1.14998, -1.38262)
H (1.09597, -1.66286, 1.14454)
H (0.59568, -0.20068, 1.99477)
H (2.18850, -0.91590, 2.31736)
H (2.66043, 0.92551, 0.90794)
H (3.37732, -0.00108, -1.27106)
H (3.71098, -1.17423, -0.00317)
H (2.31299, -1.39555, -1.06808)
C (-1.66984, -0.98446, -0.28342)
C (-2.29740, 0.38956, 0.19003)
C (-2.59545, 1.25503, -1.03234)
O (-1.47028, 1.05171, 1.09708)
H (-2.42171, -1.50600, -0.87944)
H (-0.79843, -0.81574, -0.91342)
H (-1.39517, -1.60622, 0.56714)
H (-3.22068, 0.16007, 0.73338)
H (-3.27726, 0.74699, -1.70828)
H (-1.67456, 1.47843, -1.56549)
H (-3.04923, 2.18994, -0.71788)
H (-0.59929, 1.23802, 0.62333)



3.
A cluster of 3 separate species, C3H6N4 in total. Source: OMol25; level of theory: ωB97M-V with the def2-TZVPD basis set.

Results
HOMO (eV): -8.42
Electronic energy (eV): -9159.409
LUMO (eV): -0.120
Total charge: 0

Positions of all 13 atoms, in Å:
C (0.13457, -0.54358, -0.10877)
C (1.55929, -0.70999, -0.24922)
C (2.73420, -1.13924, -0.03136)
H (-0.35647, 2.70346, -0.99872)
H (0.78510, 2.32728, 1.15981)
H (-1.33959, 0.69611, -0.26673)
H (-2.09416, -0.66648, 0.99635)
H (-2.52111, -1.69072, -0.17814)
H (3.73466, -1.40036, 0.10085)
N (0.49914, 1.94691, -0.19186)
N (-0.28052, 0.70194, 0.05167)
N (-0.78540, -1.49036, -0.14638)
N (-2.06971, -0.73497, -0.13749)



4.
A cluster of 2 separate species, C6H11I2O2PS in total. Source: OMol25; level of theory: ωB97M-V with the def2-TZVPD basis set.

Results
2S+1: 3
HOMO (alpha / beta) (eV): -8.46 / -8.46
Expectation value of S²: 2.01
Electronic energy (eV): -46817.256
LUMO (alpha / beta) (eV): -0.761 / -1.877
Total charge: 0

Positions of all 23 atoms, in Å:
C (-0.39280, -1.35001, -2.58153)
C (-1.25619, -0.94337, -1.65203)
C (0.04344, 1.79811, 1.71861)
C (-1.12675, -1.34509, -0.22555)
C (0.21379, 0.71490, 0.75223)
C (-1.23014, -0.14168, 0.77851)
O (-1.56973, -0.30846, 2.09724)
O (0.57721, 1.13391, -0.54345)
P (4.68932, -0.07444, -1.18977)
S (-0.24042, 2.30463, -1.28209)
I (3.43955, -2.06969, -0.38750)
I (4.00465, 1.63631, 0.40284)
H (-0.48462, -1.14554, -3.62308)
H (0.43905, -1.90084, -2.15413)
H (-2.19237, -0.37129, -1.81943)
H (-0.45585, 1.47549, 2.63264)
H (-0.78782, 2.40436, 1.24467)
H (0.97942, 2.33801, 1.98716)
H (-1.98500, -1.98603, 0.06349)
H (-0.18692, -1.81188, -0.05720)
H (1.14719, 0.15244, 1.02892)
H (-1.88356, 0.74535, 0.38664)
H (-1.74146, -1.25517, 2.42280)